[1]
Density functional theory data (ωB97M-V/def2-TZVPD) for an isolated ion of composition C4H7BrNS and charge +1.

Output
net charge = +1
gap between HOMO and LUMO = 0.3050 Ha
SMILES = [NH3+][C@]1(Br)C=CSC1
molecular weight = 181.1 g mol⁻¹
relative energy (zero: lowest compared OMol25 entry of this formula, charge and spin) = 18.4 kcal/mol

XYZ file:
```
14
C4H7BrNS (ωB97M-V/def2-TZVPD)
N -0.659 -1.421 0.539
C -0.341 -0.137 -0.177
Br -1.945 -0.158 -1.632
C 0.958 -0.136 -0.834
C 1.640 1.018 -0.706
S 0.921 2.212 0.286
C -0.464 1.080 0.715
H -0.607 -2.197 -0.138
H -1.623 -1.394 0.903
H 0.005 -1.598 1.307
H 1.273 -0.949 -1.462
H 2.588 1.236 -1.161
H -1.397 1.625 0.590
H -0.350 0.819 1.769
```

Löwdin atomic charge list, values in e, 8 entries: number 1, N, carries 0.17; number 2, C, carries -0.72; number 3, Br, carries 0.62; number 4, C, carries -0.20; number 5, C, carries -0.37; number 6, S, carries 1.00; number 7, C, carries -0.40; number 8, H, carries 0.16

[2]
Density functional theory data (ωB97M-V/def2-TZVPD) for an isolated ion of composition C4H7BrNS and charge +1.

Output
net charge = +1
gap between HOMO and LUMO = 0.3101 Ha
molecular weight = 181.1 g mol⁻¹
relative energy (zero: lowest compared OMol25 entry of this formula, charge and spin) = 17.2 kcal/mol

XYZ file:
```
14
C4H7BrNS (ωB97M-V/def2-TZVPD)
C 1.193 -0.089 0.655
C 2.126 0.636 0.054
C -0.206 0.418 0.872
C -1.169 -0.020 -0.176
N -1.005 -1.161 -0.788
S -2.461 1.041 -0.483
Br 3.889 0.022 -0.179
H 1.432 -1.067 1.046
H -0.573 0.032 1.831
H -0.218 1.506 0.944
H -3.130 0.283 -1.365
H 1.961 1.632 -0.326
H -0.184 -1.727 -0.600
H -1.655 -1.507 -1.482
```

Löwdin atomic charge list, values in e, 8 entries: number 1, C, carries -0.23; number 2, C, carries -0.57; number 3, C, carries -0.19; number 4, C, carries -0.64; number 5, N, carries 0.19; number 6, S, carries 1.03; number 7, Br, carries 0.75; number 8, H, carries 0.11

[3]
Density functional theory data (ωB97M-V/def2-TZVPD) for a 3-piece molecular cluster, C4H7BrO overall.

Output
net charge = 0
gap between HOMO and LUMO = 0.3366 Ha
molecular weight = 151.0 g mol⁻¹
relative energy (zero: lowest compared OMol25 entry of this formula, charge and spin) = 132.5 kcal/mol

XYZ file:
```
13
C4H7BrO (ωB97M-V/def2-TZVPD)
C 0.700 -0.147 -0.101
C -0.225 0.487 -0.554
C 1.046 -1.233 0.797
C -2.200 -1.236 2.128
O -1.215 -0.322 2.522
Br -0.482 1.558 -2.035
H -0.521 -1.157 3.315
H 0.573 -2.168 0.580
H 0.581 -0.951 1.694
H 2.035 -1.445 1.240
H -3.046 -0.589 1.952
H -2.630 -1.826 2.893
H -1.773 -1.783 1.267
```

Löwdin atomic charge list, values in e, 8 entries: number 1, C, carries -0.18; number 2, C, carries -0.59; number 3, C, carries -0.13; number 4, C, carries -0.23; number 5, O, carries -0.23; number 6, Br, carries 0.68; number 7, H, carries 0.28; number 8, H, carries 0.07

net charge of number 1 (C4H7BrNS)?
+1

Which of these has the lowest net charge?
C4H7BrO

molecular weight of number 2 (C4H7BrNS)?
181.1 g mol⁻¹